8
Properties=species:S:1:pos:R:3:lowdin_charge:R:1 method="wB97M-V/def2-TZVPD" lumo_ha="-0.096 / -0.096" homo_lumo_gap_ev="5.99 / 5.99" e_tot_ev=-25845.814 charge=0
S 2.624 -2.173 -2.446 0.771
C 2.728 -1.909 -0.885 -0.750
C 2.879 -1.653 0.330 -0.749
S 2.840 -1.307 1.886 0.763
C -0.530 -0.114 -1.059 0.028
C 0.304 0.110 -0.231 -0.006
H -1.209 -0.360 -1.792 0.000
H 1.188 0.114 0.292 -0.056

46
Properties=species:S:1:pos:R:3:lowdin_charge:R:1 method="wB97M-V/def2-TZVPD" lumo_ha=-0.005 homo_lumo_gap_ev=8.96 e_tot_ev=-28091.126 charge=0
N -2.799 -1.373 0.823 0.011
C -1.986 -1.928 -0.252 -0.299
C -1.535 -0.932 -1.314 -0.160
C -0.460 0.068 -0.912 -0.379
N 0.800 -0.580 -0.589 0.084
C -0.366 1.190 -1.917 -0.183
O 0.065 2.460 -1.379 -0.098
H -2.250 -0.694 1.365 0.018
H -3.463 -0.764 0.322 0.069
H -1.116 -2.412 0.179 0.085
H -2.453 -2.784 -0.711 0.102
H -1.329 -1.419 -2.262 0.118
H -2.469 -0.373 -1.474 0.109
H -0.814 0.508 0.022 0.124
H 1.349 -0.802 -1.407 0.034
H 1.342 -0.125 0.121 0.021
H 0.436 0.988 -2.630 0.115
H -1.228 1.342 -2.564 0.124
H -0.736 2.863 -0.996 0.050
O 2.774 -0.210 1.416 -0.088
H 2.326 -0.813 2.040 0.026
H 2.329 0.641 1.541 0.000
O 0.550 -1.320 2.636 -0.057
H 0.029 -0.558 2.930 0.019
H 0.381 -1.391 1.679 0.021
O -1.715 0.608 2.917 -0.054
H -2.164 1.452 2.800 0.039
H -2.139 0.255 3.716 0.078
O 1.449 -3.728 -1.210 -0.066
H 1.027 -2.950 -0.808 0.015
H 1.331 -3.549 -2.159 0.051
O -0.860 3.553 2.231 -0.054
H -0.837 3.782 3.158 0.055
H -0.316 2.773 2.067 0.012
O 3.769 -2.303 -1.057 -0.081
H 3.669 -1.741 -0.270 0.031
H 3.245 -3.114 -0.904 0.024
O 1.345 2.238 0.971 -0.077
H 2.015 2.909 0.780 0.076
H 0.842 2.252 0.101 0.027
O -2.313 2.807 -0.095 -0.049
H -2.117 3.343 0.711 0.041
H -3.116 3.232 -0.419 0.068
O 2.137 -1.311 -3.119 -0.083
H 2.993 -1.700 -2.830 0.039
H 2.378 -0.391 -3.247 0.041

48
Properties=species:S:1:pos:R:3:lowdin_charge:R:1 method="wB97M-V/def2-TZVPD" lumo_ha=0.010 homo_lumo_gap_ev=10.09 e_tot_ev=-32182.889 charge=0
N -1.733 -1.447 0.808 0.026
C -1.461 -0.621 -0.417 -0.254
N -0.513 0.393 0.056 -0.009
C -0.444 1.540 -0.967 -0.250
C 0.740 2.459 -0.577 -0.199
O 1.144 2.742 0.526 0.048
C -1.780 2.256 -1.051 -0.232
O -1.578 3.544 -1.582 -0.081
H -2.692 -1.739 0.648 0.070
H -1.804 -0.827 1.627 0.049
H -2.325 -0.233 -0.971 0.104
H -0.939 -1.281 -1.212 0.130
H 0.398 0.033 0.180 0.052
H -0.171 1.141 -1.950 0.092
H 1.421 2.683 -1.393 0.123
H -2.594 1.636 -1.568 0.133
H -2.160 2.566 0.032 0.170
H -1.502 3.503 -2.585 0.134
O 3.427 -3.514 -0.407 -0.043
H 3.204 -2.617 -0.251 -0.022
H 2.640 -4.006 -0.045 0.054
O -1.069 0.616 -4.213 -0.072
H -0.328 0.149 -3.701 0.005
H -1.214 0.129 -4.971 -0.019
O 3.454 -1.312 -2.319 -0.036
H 2.973 -1.326 -1.399 0.076
H 3.552 -2.195 -2.384 -0.030
O 0.965 -0.565 -2.941 -0.029
H 0.943 0.080 -2.277 -0.027
H 1.843 -0.905 -3.125 0.035
O 1.899 -0.763 1.654 -0.038
H 1.398 -1.545 1.545 0.013
H 1.350 -0.259 2.281 0.026
O 0.023 0.827 2.668 -0.003
H -0.618 0.494 2.180 -0.066
H 0.184 1.660 2.183 0.082
O 2.605 0.781 -0.425 -0.059
H 2.601 0.506 0.517 0.034
H 3.236 1.508 -0.433 0.073
O 0.597 -4.030 1.181 -0.072
H -0.108 -3.434 1.082 -0.044
H -0.063 -4.823 1.138 0.111
O -3.707 0.677 2.784 -0.091
H -4.261 1.445 2.565 0.040
H -3.192 1.055 3.524 -0.011
O -1.764 1.179 4.604 -0.013
H -1.574 0.549 5.280 0.054
H -1.006 1.291 4.099 -0.034

48
Properties=species:S:1:pos:R:3:lowdin_charge:R:1 method="wB97M-V/def2-TZVPD" lumo_ha=0.100 homo_lumo_gap_ev=8.59 e_tot_ev=-32744.655 charge=-1
C -1.007 0.773 2.231 -0.432
N -0.173 -0.224 2.386 0.042
C 1.994 -1.276 2.376 -0.047
C 1.094 -0.263 1.622 -0.364
C 0.789 -0.743 0.189 -0.248
O 0.378 -2.065 0.138 -0.062
O -0.887 1.740 1.395 -0.164
H -1.706 0.981 3.039 0.105
H -0.443 -2.196 0.645 0.078
H 1.713 -2.169 1.843 0.056
H 1.829 -1.267 3.483 0.083
H 3.010 -1.031 2.170 0.051
H 1.545 0.732 1.495 0.089
H 1.715 -0.719 -0.385 0.088
H -0.005 -0.026 -0.096 0.090
H -2.400 -3.056 0.844 -0.027
H -2.471 -3.399 -0.566 0.023
O -2.559 -3.831 0.294 -0.064
H -2.694 -1.329 -2.860 0.012
H -1.821 -0.316 -3.458 0.005
O -2.529 -0.928 -3.735 -0.078
H -2.344 -1.645 2.730 0.054
H -3.053 -0.517 2.051 0.038
O -3.032 -1.487 2.068 -0.064
H 3.229 2.249 1.479 -0.008
H 2.989 1.877 2.910 0.032
O 3.710 1.984 2.277 -0.077
H -2.764 -1.450 0.095 0.008
H -1.933 -0.409 -0.747 0.004
O -2.399 -1.279 -0.791 -0.088
H 0.158 0.758 -1.816 -0.005
H 0.985 0.850 -3.163 0.047
O 0.179 1.109 -2.709 -0.056
H 2.969 -0.856 -1.581 0.012
H 3.315 0.378 -0.700 0.021
O 3.688 -0.322 -1.237 -0.050
H 1.767 3.308 -0.230 0.048
H 0.773 2.779 1.016 0.021
O 1.502 2.659 0.418 -0.067
H -0.004 3.344 -2.151 0.026
H -0.256 3.285 -0.706 -0.002
O 0.018 3.925 -1.372 -0.077
H 0.357 -1.792 -2.259 0.018
H -0.019 -1.250 -3.674 0.017
O 0.705 -1.582 -3.132 -0.051
H -1.535 1.423 0.062 -0.014
H -2.502 1.991 -1.014 0.069
O -1.872 1.282 -0.876 -0.092

49
Properties=species:S:1:pos:R:3:lowdin_charge:R:1 method="wB97M-V/def2-TZVPD" lumo_ha=0.091 homo_lumo_gap_ev=9.10 e_tot_ev=-34792.162 charge=-1
O -1.485 2.103 0.544 -0.123
C -0.329 2.137 1.079 -0.559
O 0.220 3.032 1.729 0.009
C 0.266 0.674 1.173 -0.291
C 1.026 0.211 -0.111 -0.108
C 0.674 -1.230 -0.378 -0.204
O 1.390 -1.997 0.643 -0.167
N 0.926 0.543 2.465 0.054
H -0.727 0.097 1.151 0.154
H 2.117 0.276 0.033 0.114
H 0.856 0.789 -1.008 0.097
H 1.105 -1.735 -1.296 0.141
H -0.305 -1.688 -0.394 0.105
H 1.030 -1.759 1.512 0.080
H 1.428 1.453 2.612 0.093
H 0.172 0.496 3.151 0.089
H -1.323 -3.447 2.311 0.012
H -0.643 -3.155 3.674 0.018
O -1.405 -2.974 3.143 -0.053
H -1.104 -0.895 -3.124 0.002
H -1.596 -1.913 -4.225 0.025
O -0.972 -1.790 -3.515 -0.068
H 3.124 -2.910 -0.063 -0.026
H 4.355 -2.672 0.788 0.014
O 3.930 -3.324 0.206 -0.069
H -2.305 -0.346 -0.881 0.074
H -1.505 0.972 -0.782 0.001
O -1.890 0.334 -1.411 -0.067
H -2.898 2.714 2.166 0.027
H -3.108 1.425 1.732 0.029
O -3.568 2.028 2.369 -0.101
H -2.177 2.754 -0.688 0.002
H -3.322 3.615 -1.532 0.015
O -2.791 2.844 -1.478 -0.085
H 2.303 4.141 0.401 0.023
H 2.060 3.328 1.546 -0.033
O 2.751 3.901 1.213 -0.074
H -3.264 1.336 -3.169 0.008
H -1.976 0.831 -3.578 -0.054
O -2.714 1.305 -3.950 -0.075
H -0.335 2.244 -3.856 0.068
H -0.640 1.327 -2.556 0.025
O -0.073 1.420 -3.389 -0.096
H 3.305 -0.629 2.013 0.029
H 3.387 -1.141 0.560 0.011
O 3.905 -0.983 1.360 -0.063
H 1.428 -4.144 0.734 0.054
H 0.158 -5.015 0.158 0.026
O 0.539 -4.583 0.918 -0.083

47
Properties=species:S:1:pos:R:3:lowdin_charge:R:1 method="wB97M-V/def2-TZVPD" lumo_ha=0.013 homo_lumo_gap_ev=10.01 e_tot_ev=-28660.906 charge=0
C -1.045 -0.075 3.410 -0.143
C -0.283 0.727 2.382 -0.281
C -0.484 0.187 1.009 -0.203
N 0.781 0.573 0.124 -0.019
C 0.666 -0.015 -1.175 -0.293
O -0.583 0.218 -1.807 -0.066
H -0.290 -1.007 3.633 0.113
H -1.985 -0.396 2.936 0.062
H -1.288 0.514 4.374 0.090
H 0.817 0.779 2.537 0.118
H -0.886 1.753 2.440 0.137
H -0.690 -0.929 0.829 0.092
H -1.358 0.542 0.486 0.063
H 0.789 1.610 0.051 0.089
H 1.518 0.401 -1.803 0.122
H 0.684 -1.130 -1.013 0.115
H -0.515 0.704 -2.557 -0.019
O -1.278 -2.913 -0.344 -0.087
H -2.241 -2.784 -0.221 0.059
H -0.871 -2.015 -0.595 0.052
O -0.505 -2.653 2.052 -0.115
H -0.135 -3.369 2.606 0.064
H -0.655 -3.241 1.252 0.020
O 1.934 -3.318 0.209 -0.034
H 2.360 -3.756 -0.568 0.097
H 1.063 -3.674 0.267 0.007
O 1.930 3.361 -1.804 -0.034
H 1.083 3.414 -1.289 0.056
H 2.620 3.420 -1.172 0.041
O -2.848 1.851 -1.342 -0.065
H -3.028 2.101 -2.228 0.023
H -2.199 1.069 -1.488 0.043
O 3.134 -0.972 0.812 -0.038
H 2.489 -1.680 0.674 0.009
H 2.637 -0.194 0.867 -0.009
O 0.347 2.018 -3.459 0.033
H 0.723 1.603 -4.271 0.113
H 0.904 2.538 -3.089 -0.112
O -0.738 3.147 0.336 0.059
H -1.063 2.529 -0.157 -0.098
H -1.475 3.634 0.513 0.023
O 3.392 -0.520 -1.659 -0.111
H 3.350 -0.561 -0.704 -0.066
H 4.216 -1.095 -1.744 0.079
O -3.830 -1.052 0.069 -0.033
H -4.169 -0.754 0.865 0.001
H -2.994 -0.592 -0.247 0.045

47
Properties=species:S:1:pos:R:3:lowdin_charge:R:1 method="wB97M-V/def2-TZVPD" lumo_ha=0.004 homo_lumo_gap_ev=9.62 e_tot_ev=-28662.670 charge=0
C 1.177 -1.471 1.958 -0.021
C 0.448 -1.700 0.605 -0.437
O -0.230 -2.945 0.577 -0.077
C 1.405 -1.748 -0.576 -0.160
C 1.051 -2.548 -1.893 -0.166
N -0.251 -1.950 -2.421 -0.040
H 2.016 -2.046 2.147 0.060
H 0.466 -1.568 2.769 0.071
H 1.443 -0.440 1.964 0.049
H -0.283 -0.753 0.378 0.163
H -0.716 -3.065 1.464 0.105
H 1.580 -0.766 -0.747 0.048
H 2.365 -2.116 -0.125 0.134
H 1.833 -2.348 -2.633 0.107
H 0.933 -3.608 -1.676 0.098
H -0.890 -1.994 -1.627 0.063
H -0.708 -2.569 -3.140 0.109
O 2.710 2.021 -2.793 -0.083
H 1.692 1.809 -2.842 0.069
H 2.678 2.949 -3.041 0.036
O -1.466 2.884 1.950 -0.016
H -1.685 3.082 1.060 -0.001
H -1.211 3.672 2.376 0.028
O 2.730 1.671 1.724 -0.030
H 2.820 2.088 2.585 0.054
H 2.118 2.072 1.167 -0.058
O -2.082 1.537 -0.729 -0.031
H -1.522 1.348 -1.392 -0.076
H -2.922 1.027 -0.809 0.007
O 0.809 3.033 0.414 -0.036
H 0.121 2.423 0.219 0.004
H 0.764 3.661 -0.336 0.086
O -3.040 0.305 1.996 -0.097
H -3.277 1.187 2.413 0.093
H -2.407 0.716 1.326 0.051
O -2.507 -2.207 2.668 -0.027
H -2.436 -2.439 3.610 0.063
H -2.640 -1.322 2.544 -0.081
O 4.240 0.484 -0.732 -0.092
H 3.944 0.804 -1.625 0.014
H 3.775 1.146 -0.187 0.001
O -4.124 -0.084 -0.665 -0.041
H -4.269 0.107 0.300 0.066
H -4.397 -0.975 -0.756 0.046
O -0.027 0.519 -2.282 -0.110
H -0.345 -0.342 -1.970 -0.026
H 0.317 0.458 -3.215 0.081

48
Properties=species:S:1:pos:R:3:lowdin_charge:R:1 method="wB97M-V/def2-TZVPD" lumo_ha=-0.004 homo_lumo_gap_ev=9.35 e_tot_ev=-30710.343 charge=0
N -0.460 1.550 -0.080 0.040
C 1.012 1.496 -0.127 -0.361
C 1.479 2.919 0.136 -0.215
O 1.305 3.300 1.499 -0.064
C 1.583 1.027 -1.468 -0.101
C 2.010 -0.493 -1.603 -0.195
O 2.077 -1.101 -0.304 -0.099
H -0.948 0.708 -0.363 0.044
H -0.881 2.195 -0.737 0.067
H 1.322 0.858 0.694 0.115
H 0.881 3.638 -0.422 0.125
H 2.556 3.000 0.006 0.122
H 0.401 3.557 1.695 0.079
H 2.598 1.438 -1.512 0.104
H 0.984 1.387 -2.294 0.097
H 2.953 -0.570 -2.139 0.118
H 1.282 -1.097 -2.142 0.083
H 2.996 -1.252 -0.072 0.100
O -0.709 -1.963 -0.589 -0.038
H 0.067 -1.435 -0.350 0.015
H -1.043 -2.502 0.130 0.050
O -4.202 -1.601 1.905 -0.049
H -4.340 -0.706 2.221 0.038
H -4.187 -2.230 2.630 0.039
O -0.789 1.446 4.112 -0.055
H -1.335 0.696 3.843 0.006
H -1.128 1.760 4.954 0.039
O -1.534 1.159 -2.669 -0.051
H -1.059 1.609 -3.366 0.041
H -1.421 0.210 -2.593 0.025
O -3.616 -2.749 -1.959 -0.049
H -2.985 -3.224 -1.415 0.010
H -3.593 -1.854 -1.601 0.034
O 1.545 -0.549 3.048 -0.052
H 0.710 -0.104 2.841 -0.009
H 1.644 -1.131 2.286 0.025
O 3.601 1.296 3.792 -0.067
H 4.058 0.802 3.114 0.015
H 2.656 1.277 3.623 0.001
O -0.409 -2.974 -3.434 -0.042
H -0.697 -3.300 -2.577 0.033
H -0.715 -3.579 -4.110 0.066
O -1.179 -0.417 2.199 -0.067
H -0.901 0.354 1.677 0.021
H -1.650 -0.958 1.556 0.023
O -0.061 -0.597 -4.659 -0.074
H -0.227 -1.406 -4.140 -0.021
H 0.547 -0.767 -5.378 0.034

Calculated values (kcal per mole) of ΔE to the lowest compared entry with this formula, charge and spin for the records, taken in order: 55.16; 18.35; 123.87; 44.67; 80.18; 110.64; 69.96; 58.08.